{"formula": "C31H26BClN5O4PSn", "method": "ωB97M-V/def2-TZVPD", "symbols": ["Sn", "Cl", "P", "O", "O", "O", "O", "N", "N", "N", "N", "N", "C", "C", "C", "C", "C", "C", "C", "C", "C", "C", "C", "C", "C", "C", "C", "C", "C", "C", "C", "C", "C", "C", "C", "C", "C", "C", "C", "C", "C", "C", "C", "B", "H", "H", "H", "H", "H", "H", "H", "H", "H", "H", "H", "H", "H", "H", "H", "H", "H", "H", "H", "H", "H", "H", "H", "H", "H", "H"], "xyz": [[0.664, -0.597, 0.881], [0.955, 3.224, 1.029], [-1.077, 1.696, -0.839], [-0.173, -2.380, 1.847], [2.508, -1.469, -3.472], [1.770, -0.367, -1.670], [-0.476, -4.599, 2.005], [1.322, -0.854, 4.195], [2.744, -1.445, 1.574], [0.879, -2.659, -0.576], [0.789, -0.081, 3.238], [2.935, -2.160, 2.701], [1.817, -3.935, -2.350], [-4.167, -0.893, -0.665], [1.059, 4.016, -3.398], [-2.420, 5.221, 1.773], [-4.424, 0.324, -2.730], [-2.545, 0.770, -1.306], [0.421, 2.008, -4.573], [-3.347, 4.560, 0.979], [-4.874, -0.636, -1.833], [1.419, -5.107, -1.711], [0.524, -3.766, 0.041], [-0.222, 1.544, -3.441], [-3.258, 1.028, -2.480], [-1.626, 3.072, 0.201], [-1.092, 4.821, 1.792], [0.764, -5.029, -0.496], [3.894, -3.098, 2.485], [1.524, -2.727, -1.744], [-0.064, 0.740, 3.847], [-0.074, 0.515, 5.237], [0.402, 3.573, -2.265], [-3.001, -0.195, -0.403], [4.345, -2.980, 1.194], [3.588, -1.931, 0.662], [1.921, -1.401, -2.294], [0.812, -0.506, 5.418], [-0.705, 3.742, 1.021], [-0.260, 2.341, -2.290], [1.070, 3.238, -4.550], [-2.957, 3.488, 0.195], [-0.113, -3.600, 1.429], [2.310, -1.949, 4.045], [-0.631, 1.456, 3.273], [0.416, 1.415, -5.479], [3.632, -1.480, -0.316], [-0.658, 1.022, 5.985], [0.440, -5.895, 0.064], [0.378, 4.197, -1.382], [1.134, -0.998, 6.321], [-2.737, 6.055, 2.384], [2.364, -3.958, -3.282], [-4.523, -1.636, 0.036], [-4.987, 0.529, -3.631], [-2.919, 1.785, -3.175], [1.566, 4.972, -3.387], [2.784, -0.595, -3.784], [-4.378, 4.884, 0.966], [-0.712, 0.580, -3.447], [-0.363, 5.343, 2.398], [4.204, -3.770, 3.269], [-5.780, -1.188, -2.046], [-3.680, 2.980, -0.430], [-2.445, -0.399, 0.507], [1.630, -6.068, -2.161], [3.185, -1.800, 4.891], [1.828, -3.008, 4.445], [1.591, 3.588, -5.431], [5.100, -3.569, 0.705]], "energy_ha": -2811.86950, "total_charge": 2, "gap_ha": [0.23143, 0.16956], "lumo_energy_ev": [-8.1, -8.9]}

=====

{"formula": "C4H8O2", "method": "ωB97M-V/def2-TZVPD", "symbols": ["O", "O", "C", "C", "C", "C", "H", "H", "H", "H", "H", "H", "H", "H"], "xyz": [[-2.192, 0.808, -0.095], [1.979, 1.143, 0.317], [-0.067, -0.223, 0.051], [-0.948, 0.706, -0.776], [-0.774, -1.268, 0.498], [1.431, -0.152, 0.176], [-0.546, 1.710, -0.937], [-0.552, -1.915, 1.334], [-1.707, -1.467, -0.016], [2.924, 1.059, 0.128], [-1.940, 0.770, 0.840], [1.747, -0.822, 0.992], [1.799, -0.604, -0.759], [-1.155, 0.254, -1.752]], "energy_ha": -307.62246, "gap_ha": 0.36516, "smiles": "C=C(CO)CO", "lumo_energy_ev": 0.7}

=====

{"formula": "C4H8O3", "method": "ωB97M-V/def2-TZVPD", "symbols": ["O", "O", "O", "C", "C", "C", "C", "H", "H", "H", "H", "H", "H", "H", "H"], "xyz": [[-2.912, 0.596, -0.558], [-0.777, -0.918, -1.582], [0.858, -1.013, 1.429], [0.892, 0.388, -0.461], [-1.669, 0.901, -0.317], [-0.523, 0.016, -0.866], [1.563, -0.793, 0.220], [1.113, -1.873, 1.782], [0.901, 1.252, 0.215], [-1.377, 0.593, 1.067], [-2.285, 0.461, 0.718], [2.624, -0.571, 0.409], [1.447, 0.659, -1.366], [-1.358, 1.966, -0.242], [1.501, -1.664, -0.447]], "energy_ha": -382.75566, "gap_ha": 0.34598, "lumo_energy_ev": 0.0}

=====

{"formula": "C2F3NO3SSm", "method": "ωB97M-V/def2-TZVPD", "symbols": ["Sm", "S", "F", "F", "F", "O", "O", "O", "N", "C", "C"], "xyz": [[-2.139, 2.189, -0.359], [0.789, 0.592, 1.102], [2.535, -1.133, 0.132], [3.171, 0.925, 0.008], [1.688, 0.165, -1.365], [-0.033, -0.683, 1.197], [-2.922, -0.187, -0.301], [-2.738, -2.474, -0.457], [0.183, 1.845, 0.441], [-2.684, -1.342, -0.269], [2.149, 0.103, -0.128]], "energy_ha": -1711.69657, "total_charge": 2, "gap_ha": [0.22280, 0.30081], "lumo_energy_ev": [-11.8, -11.4], "s_squared": 12.33, "spin_multiplicity": 7}

=====

{"formula": "C37H43CsN8O5S", "method": "ωB97M-V/def2-TZVPD", "symbols": ["Cs", "S", "O", "O", "O", "O", "O", "N", "N", "N", "N", "N", "N", "N", "N", "C", "C", "C", "C", "C", "C", "C", "C", "C", "C", "C", "C", "C", "C", "C", "C", "C", "C", "C", "C", "C", "C", "C", "C", "C", "C", "C", "C", "C", "C", "C", "C", "C", "C", "C", "C", "C", "H", "H", "H", "H", "H", "H", "H", "H", "H", "H", "H", "H", "H", "H", "H", "H", "H", "H", "H", "H", "H", "H", "H", "H", "H", "H", "H", "H", "H", "H", "H", "H", "H", "H", "H", "H", "H", "H", "H", "H", "H", "H", "H"], "xyz": [[-0.801, 0.322, 0.164], [1.199, -2.988, 3.991], [-2.667, -0.715, 1.557], [-0.888, -4.559, -2.439], [0.942, 2.588, -2.720], [0.467, 2.305, 1.020], [-1.547, -2.348, -4.855], [-2.092, 0.244, -2.667], [-2.276, 1.977, 1.583], [1.572, -2.580, -0.981], [-3.524, 1.448, 1.319], [-0.909, -1.378, 3.580], [-1.000, -3.492, 2.657], [-0.650, -2.285, -2.732], [2.339, 0.836, 0.871], [-2.495, -0.874, -3.268], [-6.087, 0.327, 0.938], [-6.124, -2.129, -0.346], [-3.018, 1.118, -2.282], [3.272, 1.676, 2.900], [-1.496, -1.932, -3.693], [-3.579, 0.143, 1.278], [3.295, 2.406, -2.005], [2.263, 1.057, 2.179], [-3.133, -3.998, 3.813], [-4.378, 0.929, -2.461], [3.661, -3.730, -0.747], [3.397, 1.049, -1.289], [-7.280, -0.184, 0.451], [1.929, -4.660, -2.095], [4.416, 2.067, 2.219], [0.264, 3.370, 1.665], [-4.795, -0.230, -3.100], [-4.896, -0.383, 0.790], [-0.325, -2.570, 3.390], [-4.934, -1.622, 0.153], [3.422, 1.236, 0.206], [-3.842, -1.137, -3.522], [1.483, 4.281, 1.904], [1.140, -3.552, -1.779], [-2.450, -3.550, 2.519], [4.495, 1.847, 0.853], [2.795, -2.682, -0.469], [-2.212, 3.189, 2.027], [-0.256, -0.298, 4.301], [-0.431, -0.436, 5.814], [3.211, -4.740, -1.587], [-0.252, -3.496, -2.377], [-3.465, 3.950, 2.409], [1.923, 3.052, -1.806], [-7.304, -1.414, -0.198], [-0.947, 3.838, 2.170], [2.526, 0.434, -1.524], [-5.851, -0.425, -3.251], [0.773, 1.656, -2.543], [-1.647, -1.088, 2.920], [0.098, 0.364, 6.339], [1.345, 5.248, 1.415], [-8.235, -1.811, -0.587], [3.089, -1.876, 0.193], [1.513, -5.433, -2.726], [3.166, 1.845, 3.963], [4.652, -3.758, -0.313], [0.809, -0.282, 4.065], [-2.650, 2.018, -1.801], [-5.088, 1.657, -2.092], [2.373, 3.801, 1.492], [3.468, 2.282, -3.078], [4.061, 3.082, -1.612], [-6.124, -3.081, -0.865], [-4.219, -3.979, 3.697], [-2.862, -3.327, 4.630], [4.293, 0.518, -1.624], [1.353, 0.715, 2.661], [-6.051, 1.291, 1.429], [1.636, 4.454, 2.972], [-4.111, -2.049, -4.038], [1.997, 4.128, -1.979], [-0.504, -4.363, 2.588], [-4.007, -2.171, 0.037], [-0.026, -1.393, 6.138], [-8.201, 0.375, 0.576], [5.235, 2.539, 2.748], [-1.489, -0.394, 6.082], [1.584, 2.892, -0.776], [3.850, -5.581, -1.832], [-2.823, -2.578, 2.204], [-0.698, 0.637, 3.952], [5.374, 2.149, 0.297], [-0.938, 4.803, 2.666], [-3.235, 4.976, 2.699], [-4.155, 3.955, 1.564], [-2.668, -4.256, 1.716], [-3.973, 3.447, 3.235], [-2.826, -5.010, 4.087]], "energy_ha": -2668.38961, "total_charge": -2, "gap_ha": 0.19422, "lumo_energy_ev": 3.7}

=====

{"formula": "C6H7N4O2", "method": "ωB97M-V/def2-TZVPD", "symbols": ["O", "O", "N", "N", "N", "N", "C", "C", "C", "C", "C", "C", "H", "H", "H", "H", "H", "H", "H"], "xyz": [[-1.571, 1.905, -0.320], [-3.304, 1.694, 1.151], [3.110, 0.069, -0.662], [1.826, 0.254, -0.912], [3.279, -1.196, -0.641], [2.189, -1.862, -0.895], [1.231, -0.964, -1.056], [-1.887, -0.102, 0.844], [1.228, 1.585, -1.088], [-1.364, -1.014, 1.979], [-1.819, -1.361, 0.596], [-2.292, 1.359, 0.540], [-2.077, -2.206, -0.007], [1.816, 2.259, -0.365], [0.237, -1.211, -1.341], [-0.347, -1.261, 2.292], [0.147, 1.297, -1.002], [1.524, 1.816, -2.089], [-1.925, -1.060, 2.976]], "energy_ha": -602.25932, "total_charge": -1, "gap_ha": 0.31607, "lumo_energy_ev": 3.6}